Record 1
{"formula": "C5H6F3N2", "method": "wB97M-V/def2-TZVPD", "species": ["C", "C", "C", "C", "C", "N", "N", "F", "F", "F", "H", "H", "H", "H", "H", "H"], "positions_angstrom": [[1.51, -0.40, -0.66], [1.95, 0.59, -0.03], [0.10, -0.93, -0.95], [-0.88, 0.58, 0.58], [-0.72, -0.22, 1.83], [-1.10, 0.69, -1.81], [-0.77, 0.19, -0.67], [2.63, 1.39, 0.64], [-1.48, 1.80, 0.69], [0.54, -0.70, 1.85], [2.30, -0.85, -1.43], [0.16, -1.25, -1.97], [-0.04, -1.83, -0.48], [-1.47, -0.99, 1.63], [-0.82, 0.62, 2.66], [-1.91, 1.30, -1.86]], "lumo_ev": [-6.73, -5.75], "de_lowest_kj_mol": 693.02, "e_homo_ev": [-12.57, -13.83], "max_force_ha_per_bohr": 0.0881, "e_tot_ev": -16399.603, "total_charge": 1}

Record 2
{"formula": "C33H50BrF20IN3O8S", "method": "wB97M-V/def2-TZVPD", "species": ["C", "C", "O", "C", "C", "C", "N", "N", "C", "C", "C", "F", "F", "F", "C", "I", "S", "C", "O", "O", "C", "C", "Br", "C", "C", "N", "C", "C", "C", "C", "O", "C", "O", "C", "F", "C", "C", "C", "O", "H", "H", "H", "H", "H", "H", "H", "H", "H", "H", "H", "H", "H", "H", "H", "H", "H", "H", "H", "H", "H", "H", "H", "H", "H", "H", "H", "H", "H", "H", "H", "H", "H", "H", "H", "H", "H", "H", "H", "H", "H", "H", "C", "C", "C", "F", "F", "F", "F", "O", "C", "C", "F", "F", "F", "F", "H", "H", "H", "H", "C", "C", "C", "F", "F", "F", "F", "O", "C", "C", "F", "F", "F", "F", "H", "H", "H", "H"], "positions_angstrom": [[2.14, 1.12, 1.01], [0.89, 0.76, 1.88], [-0.33, 1.15, 1.24], [-1.26, 0.18, 0.93], [-2.57, 1.07, 0.58], [-2.38, 2.59, 0.63], [-1.63, 3.21, -0.48], [-1.73, -0.68, 2.01], [-1.75, -0.13, 3.35], [-3.14, 0.27, 3.96], [-3.34, -0.10, 5.43], [-2.23, -0.40, 6.08], [-3.85, 0.98, 6.05], [-4.23, -1.05, 5.63], [-2.01, -2.02, 1.79], [-0.06, -3.12, 2.26], [-3.07, -2.91, 3.04], [-3.10, -4.70, 2.61], [-4.44, -2.48, 3.07], [-2.50, -2.88, 4.36], [-2.44, -2.44, 0.32], [-3.94, -2.60, 0.04], [-5.12, -1.06, 0.26], [-4.24, -3.19, -1.38], [-4.37, -4.76, -1.37], [-1.66, -1.77, -0.77], [-0.91, -2.89, -1.45], [-0.15, -2.65, -2.76], [0.44, -4.07, -3.14], [1.80, -4.19, -2.45], [2.48, -5.41, -2.76], [3.78, -5.25, -2.31], [4.16, -5.73, -1.33], [-0.86, -0.56, -0.41], [0.43, -1.09, -0.21], [-0.55, 0.41, -1.57], [-1.62, 0.89, -2.55], [-2.12, -0.07, -3.65], [-0.95, 1.95, -3.28], [2.24, 2.20, 0.87], [2.09, 0.69, 0.00], [3.02, 0.70, 1.48], [1.02, 1.32, 2.81], [0.94, -0.32, 2.06], [-2.97, 0.67, -0.35], [-3.36, 0.87, 1.31], [-2.02, 2.94, 1.61], [-3.40, 3.02, 0.57], [-1.99, 4.15, -0.58], [-0.65, 3.25, -0.23], [-1.20, -0.82, 4.01], [-1.17, 0.79, 3.47], [-3.24, 1.36, 3.91], [-3.95, -0.09, 3.31], [-4.12, -4.90, 2.24], [-2.36, -4.98, 1.86], [-3.00, -5.27, 3.53], [-2.12, -3.48, 0.37], [-4.37, -3.37, 0.69], [-5.21, -2.81, -1.71], [-3.51, -2.89, -2.15], [-5.41, -5.02, -1.60], [-4.09, -5.18, -0.40], [-3.75, -5.15, -2.18], [-2.36, -1.44, -1.45], [-0.24, -3.42, -0.77], [-1.64, -3.66, -1.72], [-0.75, -2.38, -3.62], [0.75, -2.04, -2.66], [0.56, -4.16, -4.22], [-0.19, -4.87, -2.74], [1.73, -4.05, -1.35], [2.43, -3.34, -2.80], [4.48, -4.63, -2.90], [0.25, -0.02, -2.19], [-0.06, 1.31, -1.19], [-2.50, 1.40, -2.14], [-1.25, -0.42, -4.22], [-2.70, 0.53, -4.35], [-2.80, -0.88, -3.32], [-1.65, 2.53, -3.60], [1.37, 4.48, -4.46], [0.16, 4.75, -5.37], [0.00, 3.80, -6.56], [1.05, 3.88, -7.40], [-1.11, 4.14, -7.26], [0.19, 6.03, -5.78], [-0.96, 4.62, -4.59], [2.52, 5.27, -4.68], [3.42, 4.85, -5.65], [3.55, 5.87, -6.78], [2.36, 6.06, -7.39], [4.42, 5.42, -7.70], [3.10, 3.63, -6.10], [4.62, 4.74, -5.03], [1.05, 4.75, -3.45], [1.61, 3.41, -4.40], [-0.11, 2.77, -6.22], [3.90, 6.84, -6.39], [4.03, 0.49, 6.76], [3.25, 0.30, 5.45], [4.00, -0.39, 4.32], [5.09, 0.31, 3.93], [3.19, -0.49, 3.23], [2.77, 1.50, 5.04], [2.16, -0.47, 5.73], [4.61, 1.76, 6.97], [5.87, 1.99, 6.43], [5.85, 3.12, 5.41], [5.02, 2.82, 4.38], [7.08, 3.30, 4.89], [6.39, 0.85, 5.92], [6.67, 2.35, 7.46], [3.29, 0.40, 7.56], [4.73, -0.33, 6.94], [4.32, -1.40, 4.60], [5.51, 4.05, 5.87]], "lumo_ev": -3.12, "de_lowest_kj_mol": 257.03, "e_homo_ev": -11.81, "max_force_ha_per_bohr": 0.0746, "e_tot_ev": -199200.096, "total_charge": 1}

Record 3
{"formula": "C3H4O2", "method": "wB97M-V/def2-TZVPD", "species": ["C", "C", "C", "O", "O", "H", "H", "H", "H"], "positions_angstrom": [[1.68, 0.08, 0.07], [0.53, 1.07, 0.07], [-1.13, -0.54, -0.05], [2.72, -0.70, 0.09], [-0.83, 0.86, -0.02], [0.73, 2.15, -0.07], [-0.19, -1.18, 0.05], [-1.68, -0.74, -0.94], [-1.83, -0.99, 0.80]], "lumo_ev": -0.17, "de_lowest_kj_mol": 407.24, "e_homo_ev": -8.30, "smiles": "COC=C=O", "max_force_ha_per_bohr": 0.1669, "e_tot_ev": -7266.465}

Record 4
{"formula": "C3H6O3", "method": "wB97M-V/def2-TZVPD", "species": ["O", "C", "C", "O", "C", "O", "H", "H", "H", "H", "H", "H"], "positions_angstrom": [[1.57, -0.11, 0.96], [1.14, -0.30, -0.34], [0.02, 0.59, -0.76], [-1.60, -1.10, -0.23], [-1.46, -0.18, 0.60], [-1.06, -0.12, 1.76], [0.80, -0.29, 1.55], [0.93, -1.34, -0.60], [1.95, 0.06, -1.01], [-0.44, 0.45, -1.73], [0.04, 1.59, -0.34], [-1.76, 0.86, 0.16]], "lumo_ev": [-2.30, -2.30], "de_lowest_kj_mol": 441.63, "e_homo_ev": [-10.04, -10.04], "max_force_ha_per_bohr": 0.0067, "e_tot_ev": -9346.740}

Record 5
{"formula": "C2H3NO4", "method": "wB97M-V/def2-TZVPD", "species": ["C", "C", "N", "O", "O", "O", "O", "H", "H", "H"], "positions_angstrom": [[0.42, -1.10, -0.26], [0.29, 0.66, 1.43], [-0.45, -0.67, -0.97], [1.33, -1.83, -0.03], [0.10, 0.52, -1.80], [-1.69, -0.60, -0.82], [1.21, 0.39, 2.10], [0.21, 1.43, 0.61], [-0.73, 0.19, 1.65], [-0.69, 1.00, -1.91]], "lumo_ev": -1.40, "de_lowest_kj_mol": 746.84, "e_homo_ev": -10.01, "smiles": "O=C=[N+]([O-])O.C=O", "max_force_ha_per_bohr": 0.1797, "e_tot_ev": -11795.567}

Record 6
{"formula": "C33H50F13N3O11P", "method": "wB97M-V/def2-TZVPD", "species": ["C", "C", "C", "C", "C", "C", "O", "C", "C", "C", "O", "C", "C", "F", "F", "C", "F", "F", "N", "C", "C", "N", "C", "F", "C", "C", "O", "N", "C", "O", "F", "P", "C", "C", "C", "C", "O", "C", "F", "F", "F", "C", "F", "F", "C", "F", "F", "H", "H", "H", "H", "H", "H", "H", "H", "H", "H", "H", "H", "H", "H", "H", "H", "H", "H", "H", "H", "H", "H", "H", "H", "H", "H", "H", "H", "H", "H", "H", "H", "H", "H", "H", "H", "H", "H", "C", "C", "C", "O", "C", "O", "O", "H", "H", "H", "H", "H", "H", "C", "C", "C", "O", "C", "O", "O", "H", "H", "H", "H", "H", "H"], "positions_angstrom": [[1.53, 1.18, 5.54], [0.34, 1.65, 4.72], [-0.32, 0.52, 3.91], [-0.72, 0.99, 2.50], [-1.48, -0.14, 1.79], [-2.01, 0.11, 0.36], [-0.95, 0.37, -0.52], [-0.16, 1.56, -0.45], [1.31, 1.17, -0.28], [2.04, 0.88, -1.59], [1.96, 2.25, 0.40], [-3.01, 1.30, 0.54], [-3.43, 2.21, -0.66], [-4.76, 1.98, -0.95], [-2.73, 1.93, -1.78], [-3.30, 3.74, -0.51], [-4.33, 4.24, 0.20], [-2.14, 4.04, 0.12], [-4.19, 0.92, 1.40], [-4.15, 1.46, 2.83], [-4.16, 2.97, 2.89], [-5.50, 3.41, 2.55], [-4.64, -0.55, 1.45], [-4.66, -0.90, 2.78], [-3.91, -1.67, 0.65], [-3.47, -2.79, 1.66], [-2.75, -2.57, 2.59], [-3.95, -4.14, 1.42], [-3.09, -5.13, 1.95], [-3.35, -5.82, 2.87], [-1.99, -5.24, 1.26], [-5.36, -2.53, -0.36], [-6.55, -2.81, 1.04], [-6.27, -1.13, -1.15], [-2.72, -1.19, -0.28], [-3.22, -0.73, -1.65], [-3.59, -1.83, -2.49], [-3.72, -1.50, -3.79], [-4.26, -2.51, -4.42], [-2.54, -1.20, -4.35], [-4.50, -0.41, -3.95], [-1.68, -2.33, -0.56], [-2.41, -3.45, -0.82], [-0.94, -2.62, 0.53], [-0.67, -2.14, -1.78], [0.56, -2.48, -1.33], [-1.02, -3.00, -2.76], [2.32, 0.79, 4.91], [1.95, 2.02, 6.08], [1.25, 0.43, 6.28], [-0.40, 2.13, 5.36], [0.70, 2.40, 4.01], [-1.18, 0.09, 4.42], [0.42, -0.27, 3.78], [0.20, 1.27, 2.01], [-1.32, 1.90, 2.64], [-0.82, -0.99, 1.80], [-2.28, -0.42, 2.47], [-0.44, 2.26, 0.33], [-0.27, 2.08, -1.40], [1.34, 0.28, 0.35], [1.47, 1.15, -2.47], [2.97, 1.43, -1.59], [2.27, -0.18, -1.65], [2.36, 1.94, 1.22], [-2.42, 1.98, 1.15], [-3.31, 4.18, -1.51], [-4.99, 1.44, 1.02], [-3.33, 1.04, 3.39], [-5.10, 1.18, 3.27], [-3.87, 3.22, 3.91], [-3.41, 3.44, 2.26], [-5.57, 4.41, 2.44], [-6.17, 3.11, 3.24], [-5.70, -0.51, 1.20], [-4.78, -4.27, 1.99], [-6.05, -2.83, 2.01], [-7.31, -2.03, 1.10], [-7.01, -3.78, 0.88], [-6.13, -1.15, -2.22], [-7.34, -1.22, -0.94], [-5.98, -0.14, -0.81], [-2.45, -0.16, -2.15], [-4.08, -0.08, -1.55], [-0.62, -1.14, -2.18], [6.46, -0.14, -1.17], [6.13, 1.02, -0.26], [7.20, 1.44, 0.71], [6.43, 2.02, 1.78], [5.21, 1.44, 1.76], [4.38, 1.57, 2.60], [5.06, 0.68, 0.66], [6.91, -0.96, -0.60], [5.57, -0.52, -1.65], [7.16, 0.20, -1.93], [5.79, 1.88, -0.85], [7.90, 2.17, 0.31], [7.75, 0.58, 1.11], [11.02, -1.70, -5.88], [9.80, -1.46, -5.04], [8.48, -1.39, -5.77], [7.70, -0.54, -4.91], [8.56, 0.26, -4.24], [8.23, 1.19, -3.57], [9.83, -0.14, -4.43], [11.02, -1.05, -6.76], [11.92, -1.48, -5.32], [11.05, -2.74, -6.21], [9.75, -2.19, -4.22], [7.99, -2.35, -5.90], [8.57, -0.89, -6.74]], "lumo_ev": -2.25, "e_homo_ev": -11.63, "max_force_ha_per_bohr": 0.0179, "e_tot_ev": -106633.990, "total_charge": 1}